Density functional theory data (ωB97M-V/def2-TZVPD) for a 9-piece molecular cluster, C36H99N9O9 overall at a distorted geometry.

The calculation puts the energy above the lowest of the compared OMol25 structures with the same formula, charge and spin at 114.8 kcal per mole. The strongest force on any atom comes out at 2.510 eV/A. The molar mass comes out at 802.24 u. The value obtained for the lowest unoccupied orbital energy is 0.2698 eV. The calculation puts the frontier orbital gap at 9.29 eV. Its highest occupied orbital energy is -9.0 eV. Its SMILES is COC[C@H](C)N.COC[C@H](C)N.COC[C@H](C)N.COC[C@H](C)N.COC[C@H](C)N.COC[C@H](C)N.COC[C@H](C)N.COC[C@H](C)N.COC[C@H](C)N.

Each atom is followed by the atoms it is bonded to, with distances in Å.
Element x y z (Å)
1 C -6.1843 -3.7991 -0.5034  O2 1.436, H7 1.090, H8 1.090, H9 1.090
2 O -5.4842 -4.6396 0.4263  C1 1.436, C3 1.442
3 C -5.8178 -4.4103 1.8098  O2 1.442, C4 1.552, H10 1.090, H11 1.090
4 C -5.1102 -5.5370 2.6086  C3 1.552, C5 1.533, N6 1.510, H12 1.090
5 C -5.3035 -5.3501 4.1178  C4 1.533, H13 1.090, H14 1.090, H15 1.090
6 N -3.6736 -5.6818 2.1664  C4 1.510, H16 1.010, H17 1.010
7 H -7.2108 -4.1391 -0.6405  C1 1.090
8 H -5.7173 -3.9201 -1.4809  C1 1.090
9 H -6.1144 -2.7318 -0.2937  C1 1.090
10 H -5.4766 -3.4139 2.0905  C3 1.090
11 H -6.8910 -4.3692 1.9956  C3 1.090
12 H -5.5980 -6.4882 2.3955  C4 1.090
13 H -6.3108 -5.5054 4.5042  C5 1.090
14 H -4.8860 -4.4017 4.4562  C5 1.090
15 H -4.6145 -6.0384 4.6073  C5 1.090
16 H -3.0714 -4.9482 2.5121  N6 1.010
17 H -3.7050 -5.5712 1.1630  N6 1.010
18 C 6.7197 1.9855 -2.8595  O19 1.400, H24 1.090, H25 1.090, H26 1.090
19 O 7.8670 2.7436 -3.1201  C18 1.400, C20 1.398
20 C 8.9678 2.5122 -2.2904  O19 1.398, C21 1.534, H27 1.090, H28 1.090
21 C 10.1109 3.4416 -2.7164  C20 1.534, C22 1.542, N23 1.434, H29 1.090
22 C 10.5004 3.0851 -4.1654  C21 1.542, H30 1.090, H31 1.090, H32 1.090
23 N 11.2605 3.2659 -1.8772  C21 1.434, H33 1.010, H34 1.010
24 H 6.1873 2.3390 -1.9765  C18 1.090
25 H 6.9837 0.9358 -2.7308  C18 1.090
26 H 6.1253 2.1609 -3.7562  C18 1.090
27 H 8.6561 2.5548 -1.2468  C20 1.090
28 H 9.2227 1.4610 -2.4248  C20 1.090
29 H 9.7527 4.4709 -2.7338  C21 1.090
30 H 10.9602 2.1019 -4.2660  C22 1.090
31 H 11.2080 3.8047 -4.5773  C22 1.090
32 H 9.6758 3.0652 -4.8779  C22 1.090
33 H 12.0959 3.6288 -2.3137  N23 1.010
34 H 11.4785 2.2922 -1.7204  N23 1.010
35 C 1.5727 7.8672 1.3334  O36 1.419, H41 1.090, H42 1.090, H43 1.090
36 O 2.5303 6.9402 1.8199  C35 1.419, C37 1.448
37 C 3.8383 7.5389 1.9880  O36 1.448, C38 1.544, H44 1.090, H45 1.090
38 C 5.0009 6.5324 2.1212  C37 1.544, C39 1.532, N40 1.490, H46 1.090
39 C 4.5977 5.2234 2.8082  C38 1.532, H47 1.090, H48 1.090, H49 1.090
40 N 6.1843 7.1799 2.7543  C38 1.490, H50 1.010, H51 1.010
41 H 2.0039 8.5276 0.5812  C35 1.090
42 H 1.2735 8.4942 2.1734  C35 1.090
43 H 0.6675 7.3660 0.9906  C35 1.090
44 H 4.1529 8.2930 1.2667  C37 1.090
45 H 3.7257 8.1652 2.8730  C37 1.090
46 H 5.3320 6.3171 1.1053  C38 1.090
47 H 3.8348 4.6435 2.2889  C39 1.090
48 H 4.1908 5.3495 3.8114  C39 1.090
49 H 5.4235 4.5187 2.7099  C39 1.090
50 H 5.7256 7.2092 3.6537  N40 1.010
51 H 6.8819 6.4724 2.9359  N40 1.010
52 C -3.3946 3.8474 4.8522  O53 1.439, H58 1.090, H59 1.090, H60 1.090
53 O -3.8659 2.7542 5.6610  C52 1.439, C54 1.421
54 C -3.5478 2.8605 7.0413  O53 1.421, C55 1.528, H61 1.090, H62 1.090
55 C -4.5294 2.0308 7.8681  C54 1.528, C56 1.560, N57 1.466, H63 1.090
56 C -6.0156 2.4607 7.6691  C55 1.560, H64 1.090, H65 1.090, H66 1.090
57 N -4.2297 2.2286 9.2891  C55 1.466, H67 1.010, H68 1.010
58 H -3.7833 4.7869 5.2453  C52 1.090
59 H -3.8043 3.7618 3.8458  C52 1.090
60 H -2.3198 3.8235 4.6723  C52 1.090
61 H -2.5211 2.5306 7.1998  C54 1.090
62 H -3.6835 3.8810 7.3996  C54 1.090
63 H -4.3379 1.0032 7.5590  C55 1.090
64 H -6.6854 1.9298 8.3456  C56 1.090
65 H -6.2522 2.2636 6.6235  C56 1.090
66 H -6.0966 3.5201 7.9125  C56 1.090
67 H -3.2505 2.0697 9.4793  N57 1.010
68 H -4.7884 1.5789 9.8237  N57 1.010
69 C -6.9730 -1.4897 -8.3215  O70 1.431, H75 1.090, H76 1.090, H77 1.090
70 O -8.2144 -2.1195 -7.9888  C69 1.431, C71 1.484
71 C -8.9135 -2.4890 -9.2444  O70 1.484, C72 1.507, H78 1.090, H79 1.090
72 C -10.3243 -2.9910 -9.0766  C71 1.507, C73 1.535, N74 1.495, H80 1.090
73 C -10.4173 -4.1535 -8.0784  C72 1.535, H81 1.090, H82 1.090, H83 1.090
74 N -10.8871 -3.5526 -10.3430  C72 1.495, H84 1.010, H85 1.010
75 H -6.2727 -2.2716 -8.6154  C69 1.090
76 H -6.6773 -0.9539 -7.4195  C69 1.090
77 H -6.9895 -0.7768 -9.1458  C69 1.090
78 H -8.9472 -1.6471 -9.9359  C71 1.090
79 H -8.2966 -3.2036 -9.7893  C71 1.090
80 H -11.0045 -2.2168 -8.7216  C72 1.090
81 H -10.0311 -5.0757 -8.5124  C73 1.090
82 H -11.4717 -4.2789 -7.8318  C73 1.090
83 H -9.8539 -3.9713 -7.1633  C73 1.090
84 H -11.6342 -4.1788 -10.0784  N74 1.010
85 H -10.2012 -4.1987 -10.7066  N74 1.010
86 C 6.8655 7.2827 -8.1354  O87 1.440, H92 1.090, H93 1.090, H94 1.090
87 O 5.4449 7.5189 -8.1144  C86 1.440, C88 1.447
88 C 4.7342 6.3445 -7.6563  O87 1.447, C89 1.549, H95 1.090, H96 1.090
89 C 3.2583 6.7766 -7.4672  C88 1.549, C90 1.531, N91 1.447, H97 1.090
90 C 2.3138 5.7060 -6.9153  C89 1.531, H98 1.090, H99 1.090, H100 1.090
91 N 2.5493 7.3507 -8.5905  C89 1.447, H101 1.010, H102 1.010
92 H 7.1052 6.9277 -9.1377  C86 1.090
93 H 7.3095 6.7840 -7.2738  C86 1.090
94 H 7.3383 8.2648 -8.1326  C86 1.090
95 H 4.8173 5.4487 -8.2717  C88 1.090
96 H 5.1022 6.0905 -6.6622  C88 1.090
97 H 3.1924 7.6096 -6.7673  C89 1.090
98 H 1.2539 5.9448 -7.0037  C90 1.090
99 H 2.5704 5.4693 -5.8828  C90 1.090
100 H 2.2862 4.7914 -7.5076  C90 1.090
101 H 2.3096 6.6062 -9.2296  N91 1.010
102 H 3.2908 7.8109 -9.0989  N91 1.010
103 C 1.4072 -6.0140 -2.8617  O104 1.489, H109 1.090, H110 1.090, H111 1.090
104 O 1.5056 -7.4456 -3.2606  C103 1.489, C105 1.432
105 C 0.5430 -8.2151 -2.5314  O104 1.432, C106 1.537, H112 1.090, H113 1.090
106 C 0.6018 -9.7143 -2.8657  C105 1.537, C107 1.507, N108 1.444, H114 1.090
107 C 0.3223 -9.9958 -4.3195  C106 1.507, H115 1.090, H116 1.090, H117 1.090
108 N -0.3884 -10.4600 -2.1255  C106 1.444, H118 1.010, H119 1.010
109 H 1.6486 -5.3100 -3.6581  C103 1.090
110 H 2.1505 -5.8789 -2.0760  C103 1.090
111 H 0.3718 -5.8346 -2.5723  C103 1.090
112 H 0.7909 -8.1425 -1.4724  C105 1.090
113 H -0.4622 -7.7990 -2.5998  C105 1.090
114 H 1.6021 -10.0863 -2.6445  C106 1.090
115 H 0.4347 -11.0403 -4.6102  C107 1.090
116 H 1.1208 -9.4327 -4.8027  C107 1.090
117 H -0.6006 -9.5502 -4.6908  C107 1.090
118 H -1.3565 -10.3339 -2.3842  N108 1.010
119 H -0.3619 -10.3715 -1.1198  N108 1.010
120 C -1.1604 -0.3713 -1.6155  O121 1.453, H126 1.090, H127 1.090, H128 1.090
121 O -0.3090 -0.2928 -0.4407  C120 1.453, C122 1.462
122 C -0.9451 -0.9151 0.7188  O121 1.462, C123 1.520, H129 1.090, H130 1.090
123 C -0.1835 -0.8516 2.0331  C122 1.520, C124 1.506, N125 1.458, H131 1.090
124 C 1.2259 -1.3819 1.9892  C123 1.506, H132 1.090, H133 1.090, H134 1.090
125 N -0.9313 -1.3777 3.1689  C123 1.458, H135 1.010, H136 1.010
126 H -1.0253 -1.2352 -2.2663  C120 1.090
127 H -0.8470 0.4416 -2.2706  C120 1.090
128 H -2.2055 -0.2262 -1.3421  C120 1.090
129 H -1.9331 -0.4685 0.8304  C122 1.090
130 H -1.2086 -1.9590 0.5487  C122 1.090
131 H -0.1388 0.1886 2.3559  C123 1.090
132 H 1.7755 -0.9551 1.1503  C124 1.090
133 H 1.3148 -2.4648 1.9023  C124 1.090
134 H 1.8296 -1.0963 2.8507  C124 1.090
135 H -0.3467 -1.6121 3.9584  N125 1.010
136 H -1.7011 -0.7939 3.4634  N125 1.010
137 C 1.0498 -3.8443 8.5982  O138 1.431, H143 1.090, H144 1.090, H145 1.090
138 O 1.4072 -2.5305 9.0384  C137 1.431, C139 1.446
139 C 0.5409 -1.8675 9.9869  O138 1.446, C140 1.546, H146 1.090, H147 1.090
140 C 1.4141 -0.8404 10.7431  C139 1.546, C141 1.524, N142 1.425, H148 1.090
141 C 2.5786 -1.3598 11.5769  C140 1.524, H149 1.090, H150 1.090, H151 1.090
142 N 0.6067 0.0644 11.4911  C140 1.425, H152 1.010, H153 1.010
143 H 1.1072 -4.5127 9.4573  C137 1.090
144 H 1.7668 -4.1514 7.8368  C137 1.090
145 H 0.0445 -3.8750 8.1779  C137 1.090
146 H -0.2021 -1.3842 9.3525  C139 1.090
147 H -0.0206 -2.5706 10.6020  C139 1.090
148 H 1.9181 -0.2769 9.9578  C140 1.090
149 H 2.2120 -1.9073 12.4452  C141 1.090
150 H 3.1068 -0.4764 11.9356  C141 1.090
151 H 3.3180 -1.9809 11.0713  C141 1.090
152 H 0.2758 -0.3022 12.3721  N142 1.010
153 H 1.2706 0.7791 11.7531  N142 1.010